ORCA calculation (wB97M-V/def2-TZVPD) on the molecule C16H13ClN2O5S2.

E_LUMO: -0.0324 hartree
HOMO level: -8.95 eV
SMILES string: O=C(CN1C(=O)S/C(=C\c2cccc(Cl)c2)C1=O)N[C@@H]1C=CS(=O)(=O)C1
largest force on an atom: 1.07 eV Å⁻¹
E: -64213.8608 eV
Kohn-Sham gap: 8.07 eV

ORCA input file:
```
! wB97M-V def2-TZVPD RIJCOSX def2/J DEFGRID3
* xyz 0 1
O 1.227 -0.180 2.779
C 1.929 0.426 2.003
C 1.620 1.872 1.592
N 0.248 1.904 1.123
C -0.660 2.792 1.636
O -0.440 3.657 2.430
S -2.256 2.473 0.902
C -1.635 1.133 -0.040
C -2.266 0.310 -0.902
C -3.642 0.270 -1.327
C -4.619 1.165 -0.881
C -5.920 1.063 -1.334
C -6.283 0.076 -2.236
C -5.316 -0.815 -2.683
Cl -5.752 -2.051 -3.808
C -4.011 -0.727 -2.240
C -0.199 0.957 0.227
O 0.517 0.111 -0.261
N 3.044 -0.080 1.436
C 3.299 -1.511 1.437
C 4.767 -1.733 1.732
C 5.562 -1.761 0.683
S 4.559 -1.514 -0.795
O 4.946 -2.354 -1.888
O 4.493 -0.091 -1.029
C 3.029 -2.047 0.037
H 1.684 2.537 2.458
H 2.292 2.215 0.801
H -1.619 -0.443 -1.341
H -4.359 1.941 -0.180
H -6.665 1.760 -0.983
H -7.298 -0.004 -2.591
H -3.274 -1.429 -2.599
H 3.495 0.403 0.664
H 2.649 -1.951 2.200
H 5.087 -1.799 2.760
H 6.628 -1.858 0.642
H 2.156 -1.588 -0.417
H 2.983 -3.130 -0.006
*
```

Atomic partial charges in e from the natural (NBO) method, atoms 1 to 8: atom 1 (O): -0.618, atom 2 (C): 0.690, atom 3 (C): -0.310, atom 4 (N): -0.466, atom 5 (C): 0.563, atom 6 (O): -0.551, atom 7 (S): 0.280, atom 8 (C): -0.291